Entry 1:
12
Properties=species:S:1:pos:R:3:mulliken_charge:R:1 method="wB97M-V/def2-TZVPD" smiles="C[C@H](C=O)C=S" fmax_ev_per_a=4.453 gap_ha=0.2982 de_lowest_ev=2.1797
C -0.997 0.723 -0.755 0.01
C 0.966 -0.341 -0.989 -0.29
C -0.036 -0.378 1.405 -1.19
C 0.278 0.441 0.097 0.16
O -1.188 1.857 -1.071 -0.45
S 0.713 -1.950 -1.015 -0.24
H -1.693 -0.196 -1.069 0.28
H 1.304 0.216 -1.910 0.33
H -0.196 -1.429 1.083 0.32
H -0.770 0.127 1.903 0.41
H 0.897 -0.394 2.031 0.29
H 0.722 1.324 0.288 0.38



Entry 2:
12
Properties=species:S:1:pos:R:3:mulliken_charge:R:1 method="wB97M-V/def2-TZVPD" fmax_ev_per_a=3.604 gap_ha=0.3574 de_lowest_ev=5.2232
C -0.024 -0.085 -1.484 -0.59
C -0.452 -0.606 1.309 -0.47
C -0.194 0.771 0.691 -0.18
C 0.787 0.437 -0.356 -0.07
H 0.575 -0.867 -2.090 0.34
H -0.624 0.701 -1.973 0.33
H 0.646 -1.068 1.682 0.26
H -1.109 -0.612 2.216 0.34
H -1.072 1.185 0.252 0.37
H 1.708 -0.198 -0.449 0.26
O 0.848 1.614 0.497 -0.44
S -1.089 -1.274 -0.296 -0.14



Entry 3:
12
Properties=species:S:1:pos:R:3:mulliken_charge:R:1 method="wB97M-V/def2-TZVPD" smiles="C1=CSCCO1" fmax_ev_per_a=2.428 gap_ha=0.3197 de_lowest_ev=1.3656
C -1.046 -0.607 0.312 -0.38
C -1.088 0.595 -0.614 -0.59
C 1.522 0.733 0.134 -0.24
C 1.410 -0.622 0.251 -0.15
H -1.811 -1.317 -0.025 0.28
H -1.316 -0.326 1.411 0.25
H -2.092 0.986 -0.600 0.40
H -0.825 0.222 -1.599 0.32
H 2.541 1.085 0.331 0.28
H 2.288 -1.273 0.349 0.35
O 0.220 -1.319 0.205 -0.38
S 0.198 1.842 -0.156 -0.13



Entry 4:
12
Properties=species:S:1:pos:R:3:mulliken_charge:R:1 method="wB97M-V/def2-TZVPD" smiles="CC(=O)C(C)=S" fmax_ev_per_a=3.851 gap_ha=0.2901 de_lowest_ev=1.5503
C 0.776 1.754 0.135 -1.00
C 0.449 0.304 -0.040 0.34
C -1.035 -0.034 -0.078 0.74
C -1.654 -1.323 0.143 -1.26
H 1.773 2.036 -0.117 0.37
H 0.193 2.400 -0.554 0.30
H 0.465 2.208 1.131 0.26
H -1.374 -1.988 0.939 0.35
H -1.354 -1.886 -0.718 0.31
H -2.646 -0.933 0.129 0.36
O -1.689 0.981 -0.140 -0.53
S 1.577 -0.869 -0.041 -0.24